11 unconnected molecules or ions with the total composition C2H28NO10, computed with wB97M-V/def2-TZVPD.

Element x y z (Å)
1 C -0.1093 0.2152 3.3076
2 C 0.4779 -0.2476 2.0003
3 N -0.4685 -1.1613 1.2761
4 H 0.5715 0.8833 3.8332
5 H -1.0569 0.7317 3.1624
6 H -0.3177 -0.6107 3.9911
7 H 0.6960 0.5732 1.3178
8 H 1.4087 -0.7880 2.1635
9 H -0.6932 -1.9601 1.8826
10 H -0.0828 -1.4636 0.3673
11 H -1.3268 -0.6427 1.0393
12 H 3.8463 -1.4518 0.0537
13 H 2.2956 -1.4889 -0.2798
14 O 3.0247 -0.9465 0.1054
15 H -2.7528 -0.0668 -0.3417
16 H -1.8164 -0.1101 -1.5359
17 O -2.1665 -0.6750 -0.8169
18 H -0.6313 1.8212 -2.2946
19 H -1.6305 1.5098 -3.4462
20 O -1.1311 1.0978 -2.7294
21 H -1.5490 3.8122 0.8320
22 H -0.5429 2.8462 0.1034
23 O -1.2303 2.9097 0.7859
24 H 2.8990 0.4385 -0.9379
25 H 3.5364 1.5786 -1.7851
26 O 2.6902 1.1735 -1.5724
27 H 0.9002 -1.7408 -1.8993
28 H 0.9370 -3.2234 -1.4014
29 O 0.9693 -2.3179 -1.0754
30 H -1.6592 -3.6198 3.5114
31 H -0.1775 -3.9443 3.4540
32 O -0.8178 -3.2604 3.2205
33 H 0.1318 -0.1629 -3.0952
34 H 1.6605 -0.0590 -2.8752
35 O 0.9622 -0.6751 -3.1436
36 H -2.2975 1.5272 0.7801
37 H -3.6808 0.9385 1.1798
38 O -2.8349 0.7014 0.7929
39 H 1.3234 2.2458 -1.3274
40 H 0.8134 3.6717 -1.7095
41 O 0.5214 2.8224 -1.3592

DFT total energy = -900.001611 a.u.
HOMO energy = -12.92 eV
Energy relative to the best compared isomer or geometry (same formula, charge and spin) = 0.0 kJ/mol
Kohn-Sham gap = 10.5258 eV
Total charge = +1

2 unconnected molecules or ions with the total composition C4H2O, computed with wB97M-V/def2-TZVPD.

Element x y z (Å)
1 C -0.4846 0.8439 -0.3658
2 C 0.0176 -0.3807 -0.4525
3 C -1.4167 -0.1632 -0.1142
4 C -1.1733 -0.0691 -2.7800
5 O -1.7266 0.9336 -2.6539
6 H -0.2214 1.8846 -0.2754
7 H 0.9366 -1.1229 -0.5765

DFT total energy = -228.663287 a.u.
HOMO energy = -9.36 eV
Energy relative to the best compared isomer or geometry (same formula, charge and spin) = 252.3 kJ/mol
Kohn-Sham gap = 9.9095 eV

A molecular structure, C15H35N5O5Tl, computed with wB97M-V/def2-TZVPD.

Element x y z (Å)
1 Tl 1.1352 -0.8364 -0.1370
2 C -2.6085 1.1282 3.1849
3 C -1.2708 0.4535 2.9604
4 O -0.6520 0.3782 1.8663
5 N -0.7719 -0.3065 4.0399
6 C -1.2869 -0.5822 5.3381
7 H -3.3037 0.5005 2.6275
8 H -2.4637 2.1304 2.7815
9 H -2.8919 1.0962 4.2369
10 H 0.1015 -0.7893 3.8844
11 H -2.2853 -0.9072 5.0453
12 H -1.6001 0.2086 6.0197
13 H -0.8051 -1.4503 5.7882
14 C -3.6205 -1.5174 0.1072
15 C -2.7182 -1.6949 -1.1124
16 O -1.5483 -1.3820 -0.9593
17 N -3.1903 -2.3993 -2.1041
18 C -2.4836 -2.6421 -3.3078
19 H -3.0143 -1.8211 0.9607
20 H -4.3683 -2.3052 0.1972
21 H -3.8944 -0.4978 0.3785
22 H -4.1331 -2.7440 -1.9930
23 H -3.0662 -2.3016 -4.1638
24 H -2.3042 -3.7104 -3.1868
25 H -1.5868 -2.0400 -3.4538
26 C -2.5021 2.1407 -0.6849
27 C -1.0457 2.4407 -1.1201
28 O -0.1351 1.6909 -0.7996
29 N -0.7426 3.5070 -1.8629
30 C 0.5293 3.9639 -2.3813
31 H -2.9038 3.1409 -0.5223
32 H -2.5074 1.6362 0.2813
33 H -2.9628 1.5575 -1.4822
34 H -1.3858 4.2499 -1.6292
35 H 0.0843 4.6031 -3.1439
36 H 1.0636 3.2013 -2.9479
37 H 1.0647 4.5352 -1.6229
38 C 4.3009 1.8785 2.9616
39 C 2.9527 2.1619 2.1528
40 O 2.4932 1.3210 1.3728
41 N 2.3879 3.3658 2.4596
42 C 1.0331 3.8089 1.9888
43 H 5.0088 2.7010 2.8595
44 H 4.7454 0.9601 2.5782
45 H 4.0483 1.7585 4.0151
46 H 2.7624 3.8712 3.2497
47 H 0.7517 4.7259 2.5066
48 H 0.1869 3.1283 1.8948
49 H 1.3020 4.1764 0.9985
50 C 1.1541 -3.7847 -4.1656
51 C 2.2312 -3.4526 -3.1442
52 O 2.0612 -2.6709 -2.1812
53 N 3.3772 -4.2113 -3.2844
54 C 4.5570 -4.0200 -2.5867
55 H 0.5952 -2.9315 -4.5502
56 H 0.4229 -4.5586 -3.9322
57 H 1.5779 -4.1518 -5.1004
58 H 3.3120 -4.9029 -4.0176
59 H 4.5996 -3.1101 -1.9880
60 H 5.3682 -3.9155 -3.3073
61 H 4.8451 -4.7827 -1.8631

DFT total energy = -1413.866915 a.u.
HOMO energy = -16.81 eV
Energy relative to the best compared isomer or geometry (same formula, charge and spin) = 287.1 kJ/mol
Kohn-Sham gap = 2.0111 eV
Total charge = +3

A molecular structure, C33H40FN8O7Pb, computed with wB97M-V/def2-TZVPD.

Element x y z (Å)
1 Pb 0.0815 -0.0430 -0.2260
2 C 0.3439 -1.5813 2.8624
3 C 1.5196 -0.6108 3.0284
4 C 2.5802 -0.7451 1.9752
5 C 3.8473 -1.2072 2.3155
6 C 4.8561 -1.2171 1.3661
7 C 4.5807 -0.7849 0.0781
8 C 3.2870 -0.4017 -0.2187
9 N 2.3258 -0.3801 0.7116
10 N -0.7707 -1.0747 2.0286
11 C -1.5581 -0.0452 2.7228
12 C -1.0009 1.3508 2.6381
13 C -1.3067 2.2797 3.6212
14 C -0.8178 3.5710 3.5044
15 C -0.0238 3.8940 2.4132
16 C 0.2369 2.9144 1.4738
17 N -0.2610 1.6779 1.5801
18 C -1.6656 -2.1813 1.6908
19 C -2.6180 -1.8414 0.5748
20 C -3.8132 -2.5344 0.4331
21 C -4.6241 -2.2627 -0.6566
22 C -4.2373 -1.2839 -1.5637
23 C -3.0444 -0.6231 -1.3456
24 N -2.2616 -0.9092 -0.3041
25 H 0.7120 -2.4949 2.3970
26 H -0.0411 -1.8384 3.8552
27 H 1.1654 0.4166 3.0356
28 H 1.9807 -0.7931 3.9968
29 H 4.0408 -1.5395 3.3264
30 H 5.8502 -1.5501 1.6345
31 H 5.3473 -0.7448 -0.6821
32 H 3.0003 -0.1055 -1.2184
33 H -2.5531 -0.0098 2.2713
34 H -1.6909 -0.3121 3.7760
35 H -1.9309 1.9912 4.4570
36 H -1.0471 4.3109 4.2598
37 H 0.3918 4.8845 2.2954
38 H 0.8620 3.1089 0.6141
39 H -1.0597 -3.0286 1.3676
40 H -2.2386 -2.5050 2.5665
41 H -4.0981 -3.2785 1.1659
42 H -5.5479 -2.8073 -0.8018
43 H -4.8512 -1.0407 -2.4192
44 H -2.6934 0.1582 -2.0075
45 C 1.4233 -4.9644 0.6192
46 N 0.5998 -4.6675 -0.5533
47 C 0.1534 -5.8454 -1.2949
48 C 0.3591 -3.4118 -0.8981
49 O 0.7408 -2.4405 -0.2062
50 C -0.4201 -3.1607 -2.1857
51 O -0.5029 -1.7803 -2.4093
52 C 0.1055 -1.3181 -3.6019
53 C 1.3181 -0.4482 -3.2760
54 O 1.6359 -0.2357 -2.0918
55 N 1.9960 0.0529 -4.2982
56 C 3.1624 0.8983 -4.0563
57 C 1.6517 -0.1370 -5.7035
58 H 2.1013 -5.7808 0.3766
59 H 2.0069 -4.0911 0.8951
60 H 0.8000 -5.2735 1.4604
61 H 0.9845 -6.2848 -1.8487
62 H -0.2056 -6.5881 -0.5840
63 H -0.6520 -5.6185 -1.9858
64 H 0.0768 -3.6719 -3.0126
65 H -1.4297 -3.5686 -2.0705
66 H 0.4216 -2.1479 -4.2367
67 H -0.6265 -0.7126 -4.1431
68 H 3.1515 1.2652 -3.0350
69 H 4.0835 0.3350 -4.2152
70 H 3.1469 1.7301 -4.7590
71 H 1.1052 -1.0591 -5.8805
72 H 1.0487 0.7025 -6.0496
73 H 2.5683 -0.1676 -6.2880
74 F -4.6991 5.3487 -2.6944
75 C -3.8294 4.5709 -3.2860
76 C -2.5221 4.6501 -2.9817
77 N -1.5921 3.8374 -3.5837
78 C -0.3012 3.6956 -3.0635
79 C -0.1957 2.3922 -2.0083
80 O 0.8472 2.3910 -1.3735
81 O -1.1545 1.6298 -2.0095
82 C -1.9724 2.8883 -4.5716
83 O -1.1552 2.1411 -5.0532
84 N -3.2964 2.8868 -4.8810
85 C -4.3448 3.5949 -4.2621
86 O -5.4906 3.3771 -4.5131
87 H -2.1650 5.3727 -2.2605
88 H 0.0184 4.5604 -2.4920
89 H 0.4075 3.4182 -3.8392
90 H -3.5817 2.2584 -5.6223

DFT total energy = -2538.086363 a.u.
HOMO energy (spin up / spin down) = -15.43 / -15.43 eV
Kohn-Sham gap (spin up / spin down) = 3.6833 / 3.6900 eV
Total charge = +3

A molecular structure, CH4S3, computed with wB97M-V/def2-TZVPD.

Element x y z (Å)
1 C -0.1940 -0.3450 -0.0590
2 S 1.5691 0.0881 0.2288
3 S -1.0386 0.6272 -1.4327
4 S -1.0307 -0.5302 1.4568
5 H 0.1006 -1.6355 -0.6167
6 H 1.9590 0.8251 -0.7688
7 H -1.5958 1.5897 -0.7955
8 H 0.2303 -0.6193 1.9870

DFT total energy = -1234.972429 a.u.
HOMO energy = -9.10 eV
Energy relative to the best compared isomer or geometry (same formula, charge and spin) = 211.2 kJ/mol
Kohn-Sham gap = 9.6450 eV

2 unconnected molecules or ions with the total composition C5H6O2, computed with wB97M-V/def2-TZVPD.

Element x y z (Å)
1 O 2.8890 0.3046 -0.4481
2 C 2.2027 0.6758 0.6463
3 C 0.8882 0.6318 0.7883
4 C -0.3668 0.5456 0.9319
5 C -1.6816 0.4243 1.0400
6 C -2.4670 -0.0970 -0.0893
7 O -3.6693 -0.2409 -0.0693
8 H 2.2694 -0.0376 -1.1103
9 H 2.8650 1.0266 1.4324
10 H 0.7967 -2.0408 -1.4038
11 H -2.2112 0.6965 1.9489
12 H 0.4392 -1.5645 -0.9560
13 H -1.8720 -0.3603 -0.9898

DFT total energy = -344.461337 a.u.
HOMO energy = -9.00 eV
Energy relative to the best compared isomer or geometry (same formula, charge and spin) = 369.1 kJ/mol
Kohn-Sham gap = 8.5035 eV
SMILES = O=CC=C=C=CO.[H][H]